Record 1
This record from OMol25 describes a molecular structure, C18H25NO5S2. The level of theory is ωB97M-V/def2-TZVPD.

- maximum force (eV/A) = 12.29
- energy above the lowest of the compared OMol25 structures with the same formula, charge and spin (eV) = 15.028
- LUMO (hartree) = -0.00845

Last column: Mulliken charge in e.
CARTESIAN COORDINATES (ANGSTROEM)
C  1.620  -0.577  -0.784  -1.975
H  0.654  -0.324  -1.032  0.220
H  2.383  0.026  -1.031  0.780
C  1.888  -0.937  0.653  1.474
C  3.437  -1.414  0.792  -1.499
H  4.009  -0.520  0.652  0.434
H  3.326  -1.428  1.962  0.327
H  3.644  -2.315  0.417  0.506
H  1.844  0.031  1.296  -0.065
C  0.887  -1.976  1.160  -1.192
N  -0.472  -1.874  0.951  0.563
C  -1.380  -1.336  1.553  1.365
O  -2.578  -1.638  1.007  -0.812
C  -1.249  -0.460  2.708  -1.107
H  -0.646  -1.029  3.431  0.309
H  -2.250  0.108  2.943  0.329
O  -0.357  0.666  2.192  -0.336
C  -0.547  1.362  1.151  0.734
O  -1.307  0.803  0.429  -0.648
C  0.338  2.448  1.095  0.536
C  1.462  2.885  1.917  -1.553
C  1.980  4.093  1.513  -0.022
C  1.630  4.252  0.209  0.552
S  0.300  3.359  -0.401  -0.213
C  2.635  5.262  -0.345  -0.503
H  1.752  6.217  -0.505  0.196
H  2.772  5.279  -1.677  0.287
C  3.591  5.487  0.663  -0.497
H  4.403  5.205  0.131  0.282
H  3.754  6.640  0.643  0.264
C  3.182  4.823  1.930  -0.998
H  2.860  5.589  2.514  0.346
H  3.938  4.341  2.351  0.493
H  1.529  2.524  2.786  1.057
C  -0.774  -2.588  -0.515  -0.830
C  -1.727  -2.000  -1.278  -0.213
H  -1.056  -1.164  -1.957  0.146
H  -2.875  -1.541  -0.999  0.347
S  -1.881  -3.246  -2.628  1.358
O  -3.190  -3.132  -3.160  -0.712
O  -0.886  -3.261  -3.602  -0.652
C  -1.905  -4.454  -1.357  -0.850
C  -1.478  -3.864  -0.170  -0.222
H  -2.434  -3.657  0.228  0.340
H  -0.774  -4.550  0.579  0.205
H  -2.729  -5.337  -1.632  0.359
H  -0.988  -5.284  -1.946  0.251
H  0.073  -2.905  -1.135  0.347
H  1.349  -3.033  0.992  0.204
H  0.906  -1.803  2.413  0.020
H  1.929  -1.503  -1.364  0.267



Record 2
This record from OMol25 describes a molecular structure, C15H35Br2O6P2S. The level of theory is ωB97M-V/def2-TZVPD.

- maximum force (eV/A) = 1.08
- energy above the lowest of the compared OMol25 structures with the same formula, charge and spin (eV) = 0.000
- LUMO (hartree) = -0.15426
- charge = +1

Last column: Mulliken charge in e.
CARTESIAN COORDINATES (ANGSTROEM)
C  3.039  -4.122  1.626  -1.204
C  3.042  -2.688  1.198  0.624
Br  4.593  -1.767  1.654  -0.040
C  2.057  -2.065  0.528  0.021
Br  2.036  -0.251  0.067  -0.041
P  0.548  -2.869  0.096  -0.122
P  -0.881  -2.745  1.816  0.356
S  -1.038  -4.497  2.593  -0.274
H  2.049  -4.577  1.624  0.284
H  3.431  -4.192  2.640  0.394
H  3.704  -4.699  0.979  0.337
H  0.056  -2.301  -1.085  0.109
H  0.697  -4.237  -0.125  0.274
H  -2.033  -2.164  1.261  0.154
H  -0.262  -1.755  2.599  0.087
C  -4.028  2.281  5.289  -0.749
O  -2.632  2.483  5.382  -0.341
C  -1.930  1.528  6.152  -0.537
C  -0.665  1.067  5.466  -0.363
O  -0.869  0.311  4.276  -0.314
C  -1.251  0.990  3.100  -0.340
C  -0.149  1.760  2.404  0.085
O  0.214  2.940  3.074  -0.378
C  1.601  3.154  3.230  -0.720
H  -4.549  2.707  6.151  0.310
H  -4.375  2.787  4.389  0.242
H  -4.277  1.218  5.213  0.344
H  -2.565  0.664  6.375  0.332
H  -1.635  1.981  7.107  0.389
H  -0.168  0.375  6.150  0.366
H  0.013  1.904  5.291  0.147
H  -2.135  1.613  3.241  0.181
H  -1.535  0.186  2.408  0.133
H  -0.530  2.022  1.404  0.437
H  0.718  1.102  2.272  -0.087
H  2.131  2.220  3.443  0.317
H  1.739  3.830  4.072  0.261
H  2.036  3.616  2.337  0.292
C  -0.196  1.909  -2.478  -0.633
O  0.403  1.675  -3.728  -0.353
C  1.580  0.893  -3.714  0.116
C  1.553  -0.223  -4.734  -0.371
O  0.614  -1.249  -4.449  -0.384
C  -0.755  -1.025  -4.753  -0.213
C  -1.108  -1.066  -6.223  -0.680
O  -0.578  0.037  -6.925  -0.331
C  0.027  -0.265  -8.167  -0.761
H  0.282  2.743  -1.951  0.311
H  -1.241  2.165  -2.652  0.373
H  -0.159  1.017  -1.840  0.146
H  1.740  0.431  -2.733  -0.289
H  2.438  1.541  -3.933  0.431
H  2.527  -0.716  -4.676  0.386
H  1.440  0.165  -5.747  0.130
H  -1.123  -0.103  -4.297  0.155
H  -1.281  -1.863  -4.286  0.359
H  -2.204  -1.044  -6.295  0.391
H  -0.764  -2.011  -6.657  0.345
H  0.579  -1.209  -8.126  0.351
H  0.726  0.538  -8.398  0.242
H  -0.717  -0.322  -8.967  0.314



Record 3
This record from OMol25 describes C6H10 in the gas phase. The level of theory is ωB97M-V/def2-TZVPD.

- maximum force (eV/A) = 1.81
- energy above the lowest of the compared OMol25 structures with the same formula, charge and spin (eV) = 1.860
- LUMO (hartree) = 0.04530
- SMILES string = C1C[C@@H]2C[C@@H]2C1

Last column: Mulliken charge in e.
CARTESIAN COORDINATES (ANGSTROEM)
C  -0.486  -1.024  -1.467  -0.879
C  -1.027  0.328  -0.619  -0.274
C  -1.051  0.177  0.930  -0.663
C  0.479  0.549  1.402  -0.620
C  1.338  0.060  0.191  -0.679
C  0.378  0.083  -0.996  0.060
H  -0.764  -1.897  -0.885  0.247
H  -0.259  -1.343  -2.518  0.328
H  -1.576  1.205  -0.998  0.335
H  -1.961  0.649  1.384  0.374
H  -1.117  -0.876  1.217  0.199
H  0.731  -0.001  2.324  0.306
H  0.705  1.613  1.608  0.296
H  1.752  -0.950  0.333  0.246
H  2.170  0.716  -0.100  0.302
H  0.670  0.693  -1.842  0.423



Record 4
This record from OMol25 describes a molecular structure, C20H28ErN7PS. The level of theory is ωB97M-V/def2-TZVPD.

- multiplicity = 4
- maximum force (eV/A) = 3.19
- ⟨S²⟩ = 3.75
- LUMO (alpha / beta) (hartree) = -0.37646 / -0.37563
- charge = +3

Last column: Mulliken charge in e.
CARTESIAN COORDINATES (ANGSTROEM)
Er  0.807  -1.090  -1.229  0.955
N  -1.033  2.643  -2.122  0.032
C  -2.345  2.613  -2.571  0.593
C  -3.080  3.811  -2.627  -0.694
C  -4.419  3.749  -2.949  -0.550
C  -5.052  2.530  -3.169  -0.715
C  -4.334  1.346  -3.084  -0.694
C  -2.965  1.390  -2.807  0.686
S  -2.117  -0.166  -2.890  -0.038
N  -0.591  0.288  -2.261  -0.261
C  -0.214  1.553  -2.031  0.730
C  1.100  1.761  -1.441  0.496
C  1.393  2.822  -0.527  -0.747
C  2.710  2.966  -0.073  -0.527
C  3.671  2.036  -0.494  -0.767
C  3.267  0.975  -1.259  -0.066
N  1.987  0.724  -1.577  -0.121
H  -0.619  3.547  -1.956  0.248
H  -2.580  4.771  -2.475  0.374
H  -5.004  4.671  -3.052  0.399
H  -6.104  2.577  -3.338  0.443
H  -4.826  0.408  -3.329  0.384
H  0.639  3.527  -0.204  0.451
H  2.992  3.844  0.496  0.533
H  4.731  2.156  -0.248  0.471
H  4.012  0.287  -1.621  0.480
C  -3.295  -0.048  3.616  -1.270
C  -1.945  0.015  4.369  0.873
C  -2.068  0.252  5.882  -1.411
C  -1.133  -1.281  4.167  -0.956
N  -0.445  -1.365  2.805  0.519
C  0.643  -0.717  2.334  -0.290
N  0.731  -0.795  1.020  -0.121
N  -0.429  -1.372  0.651  0.006
N  -1.151  -1.679  1.711  -0.563
H  -3.800  0.942  3.666  0.389
H  -3.926  -0.850  4.077  0.343
H  -3.157  -0.242  2.532  0.322
H  -1.313  0.838  3.966  0.147
H  -2.271  -0.750  6.338  0.361
H  -2.909  0.875  6.185  0.366
H  -1.161  0.602  6.431  0.367
H  -1.715  -2.194  4.275  0.330
H  -0.256  -1.403  4.815  0.394
H  1.392  -0.237  2.922  0.497
C  2.226  -4.368  -2.345  -1.284
P  3.001  -2.856  -1.614  0.769
C  4.430  -2.560  -2.705  -1.236
C  3.880  -3.612  -0.192  -1.270
H  2.965  -5.205  -2.439  0.394
H  1.823  -4.174  -3.353  0.430
H  1.396  -4.779  -1.739  0.408
H  4.739  -3.470  -3.261  0.407
H  5.290  -2.200  -2.124  0.413
H  4.133  -1.835  -3.483  0.384
H  4.627  -4.315  -0.562  0.429
H  3.213  -4.099  0.531  0.393
H  4.463  -2.856  0.365  0.365